{"formula": "C45H40KN5O5S2Si", "method": "ωB97M-V with the def2-TZVPD basis set", "elements": ["K", "O", "C", "C", "C", "C", "C", "C", "C", "O", "N", "N", "C", "C", "C", "C", "C", "C", "C", "O", "H", "H", "H", "H", "H", "H", "H", "H", "H", "H", "N", "N", "C", "N", "S", "H", "H", "H", "H", "H", "O", "Si", "C", "C", "C", "C", "C", "C", "C", "C", "C", "C", "C", "C", "C", "C", "C", "C", "C", "C", "H", "H", "H", "H", "H", "H", "H", "H", "H", "H", "H", "H", "H", "H", "H", "O", "S", "C", "C", "C", "C", "C", "C", "C", "C", "C", "C", "C", "C", "H", "H", "H", "H", "H", "H", "H", "H", "H", "H"], "coordinates": [[-0.8336, -0.4593, 0.7336], [-2.9123, -1.5052, -3.1646], [-4.1293, -1.7182, -2.6466], [-5.1073, -2.3548, -3.4113], [-6.3646, -2.5891, -2.8857], [-6.6656, -2.1969, -1.5904], [-5.7046, -1.5577, -0.8286], [-4.4360, -1.3027, -1.3347], [-3.3998, -0.5950, -0.5386], [-2.2397, -0.3653, -1.0715], [-3.7718, -0.2941, 0.6630], [-2.9388, 0.1851, 1.5971], [-2.8316, 1.4288, 1.8424], [-2.0051, 1.9655, 2.8978], [-2.3796, 3.1819, 3.4564], [-1.6563, 3.7942, 4.4603], [-0.4908, 3.1746, 4.9019], [-0.0722, 1.9907, 4.3505], [-0.7876, 1.3154, 3.3167], [-0.3545, 0.2395, 2.8088], [-2.4486, -0.9758, -2.3823], [-4.8560, -2.6517, -4.4217], [-7.1163, -3.0800, -3.4923], [-7.6532, -2.3777, -1.1822], [-5.9156, -1.2354, 0.1795], [-3.4238, 2.1618, 1.2640], [-3.2905, 3.6493, 3.0952], [-1.9889, 4.7336, 4.8901], [0.0963, 3.6340, 5.6932], [0.8413, 1.5244, 4.6999], [2.5039, -0.0345, -0.6608], [1.5467, -0.4026, -1.6218], [1.6389, -1.5075, -2.3427], [0.6514, -1.7769, -3.2421], [2.9923, -2.4940, -2.2692], [2.1364, 0.8596, -0.3021], [3.3943, 0.1509, -1.1284], [0.7465, 0.2255, -1.6774], [-0.2709, -1.3969, -3.0706], [0.6672, -2.7199, -3.5977], [0.8761, 2.0588, -0.5808], [0.8740, 3.4704, -1.2077], [0.8296, 4.9330, 0.0208], [0.4106, 4.6909, 1.3231], [0.2718, 5.7183, 2.2394], [0.5485, 7.0219, 1.8654], [0.9753, 7.2843, 0.5745], [1.1163, 6.2478, -0.3307], [-0.5883, 3.8272, -2.3816], [-0.6676, 3.2457, -3.6405], [-1.7277, 3.5074, -4.4891], [-2.7538, 4.3405, -4.0788], [-2.7117, 4.8994, -2.8135], [-1.6354, 4.6471, -1.9820], [2.4123, 3.8995, -2.2809], [2.3458, 4.8083, -3.3314], [3.4757, 5.1999, -4.0271], [4.7121, 4.6748, -3.6915], [4.7972, 3.7397, -2.6739], [3.6586, 3.3638, -1.9830], [0.1808, 3.6788, 1.6203], [-0.0648, 5.4971, 3.2422], [0.4265, 7.8323, 2.5752], [1.1907, 8.3045, 0.2755], [1.4524, 6.4712, -1.3355], [0.1213, 2.5772, -3.9599], [-1.7606, 3.0676, -5.4771], [-3.5891, 4.5449, -4.7382], [-3.5207, 5.5379, -2.4787], [-1.6021, 5.0946, -0.9970], [1.3816, 5.2148, -3.6087], [3.3968, 5.9193, -4.8352], [5.6028, 4.9925, -4.2221], [5.7591, 3.3107, -2.4209], [3.7286, 2.6400, -1.1837], [-0.1129, -2.6070, 0.0037], [1.2905, -2.6231, 0.4201], [1.7234, -4.3957, 0.4787], [3.0487, -4.7956, 0.4738], [3.3572, -6.1458, 0.4800], [2.3457, -7.0939, 0.4938], [1.0209, -6.6876, 0.4900], [0.7114, -5.3387, 0.4729], [1.2657, -2.4756, 2.2271], [0.3328, -3.1085, 3.0290], [0.3434, -2.8800, 4.3939], [1.2733, -2.0170, 4.9471], [2.1913, -1.3733, 4.1353], [2.1822, -1.5949, 2.7705], [3.8274, -4.0506, 0.4298], [4.3917, -6.4604, 0.4606], [2.5912, -8.1488, 0.4997], [0.2254, -7.4206, 0.4878], [-0.3116, -4.9955, 0.4299], [-0.4158, -3.7536, 2.5884], [-0.3863, -3.3647, 5.0282], [1.2695, -1.8296, 6.0126], [2.8972, -0.6773, 4.5636], [2.8493, -1.0637, 2.1092]], "mulliken_charge": [1.578, -0.775, 0.129, -0.664, -0.301, -0.692, -0.286, 0.147, 0.810, -0.733, -0.521, -0.497, -0.475, 0.948, -0.386, -0.739, -0.419, -0.449, -0.047, -0.359, 0.343, 0.390, 0.350, 0.374, 0.454, 0.170, 0.312, 0.337, 0.325, 0.290, -0.320, 0.252, 0.158, -0.376, -0.417, 0.214, 0.330, -0.013, 0.174, 0.247, -0.181, -1.101, -0.373, 0.021, -0.264, -0.575, -0.722, -0.008, 0.491, 0.077, -0.782, -0.392, -0.708, -0.300, 0.727, -0.222, -0.794, -0.320, -0.671, -0.438, 0.378, 0.245, 0.346, 0.365, 0.303, 0.446, 0.363, 0.361, 0.377, 0.351, 0.378, 0.361, 0.342, 0.376, 0.343, -0.797, 0.605, 0.008, -0.273, -0.727, -0.349, -0.867, -0.045, 0.177, -0.267, -0.762, -0.322, -0.598, -0.120, 0.469, 0.372, 0.362, 0.390, 0.376, 0.328, 0.346, 0.353, 0.358, 0.321], "total_energy_ha": -4074.709966, "homo_ev": -1.8, "e_lumo_ha": 0.1434, "orbital_gap_ha": 0.2102, "de_lowest_kj_mol": 180.85, "charge": -2}